C44H38N6S5V | the ωB97M-V functional and the def2-TZVPD basis

Calculated total energy = -135022.676 eV
Total charge = +3
Strongest force on any atom = 0.014 Eh/bohr
LUMO energy (spin up / spin down) = -8.112 / -7.500 eV
2S+1 = 3

```
94
Properties=species:S:1:pos:R:3:mulliken_spin:R:1
V -0.496 0.049 2.766 1.88
C -3.076 2.676 2.800 0.02
C -2.718 1.930 4.032 0.01
N -1.752 1.030 4.136 0.00
C -1.693 0.501 5.421 0.01
C -2.609 1.002 6.276 0.00
S -3.570 2.165 5.482 0.00
C -0.672 -0.507 5.657 0.00
C -0.251 -1.046 6.822 0.00
S 1.003 -2.164 6.523 0.00
C 0.920 -1.866 4.852 0.02
N -0.008 -0.978 4.534 -0.01
C 1.831 -2.534 3.890 0.02
H -2.191 3.131 2.361 0.00
H -3.798 3.460 3.019 0.00
H -3.515 1.998 2.065 0.00
H -2.771 0.749 7.311 0.00
H -0.600 -0.844 7.821 0.00
H 2.298 -3.410 4.335 0.00
H 2.619 -1.844 3.580 0.00
H 1.281 -2.841 3.005 0.00
N 1.192 0.289 1.880 -0.05
S 1.929 0.088 0.606 0.04
N 1.282 0.696 -0.748 0.01
S 0.348 -0.021 -1.764 0.00
N -0.936 -0.747 -1.239 0.01
S -1.939 -0.128 -0.135 0.02
N -1.581 -0.345 1.294 -0.04
C -2.167 1.593 -0.534 -0.02
C -3.130 1.962 -1.464 0.00
C -3.270 3.309 -1.774 0.00
C -2.461 4.254 -1.159 0.00
C -1.503 3.866 -0.229 0.02
C -1.349 2.527 0.092 0.03
C -3.441 -0.934 -0.558 -0.01
C -3.675 -1.383 -1.854 0.00
C -4.910 -1.944 -2.140 0.00
C -5.882 -2.031 -1.151 0.00
C -5.633 -1.567 0.135 0.00
C -4.402 -1.011 0.444 0.00
C 1.147 -1.274 -2.711 0.00
C 0.670 -2.576 -2.738 0.00
C 1.350 -3.502 -3.515 0.00
C 2.473 -3.120 -4.237 0.00
C 2.931 -1.807 -4.198 0.00
C 2.267 -0.867 -3.433 0.00
C -0.024 1.242 -2.938 0.00
C -0.863 0.865 -3.984 0.00
C -1.173 1.805 -4.949 0.00
C -0.641 3.088 -4.865 0.00
C 0.202 3.439 -3.819 0.00
C 0.522 2.513 -2.837 0.00
C 2.265 -1.626 0.268 -0.01
C 1.233 -2.532 0.486 0.04
C 1.455 -3.872 0.217 0.01
C 2.692 -4.289 -0.263 0.00
C 3.706 -3.369 -0.489 0.00
C 3.499 -2.021 -0.228 0.00
C 3.481 0.916 0.636 -0.01
C 4.090 1.049 1.878 0.00
C 5.341 1.639 1.942 0.00
C 5.963 2.078 0.780 0.00
C 5.342 1.934 -0.454 0.00
C 4.091 1.345 -0.538 0.00
H -3.762 1.221 -1.938 0.00
H -4.019 3.617 -2.490 0.00
H -2.582 5.302 -1.402 0.00
H -0.876 4.608 0.248 0.00
H -0.606 2.217 0.815 0.01
H -2.908 -1.296 -2.610 0.00
H -5.115 -2.314 -3.134 0.00
H -6.842 -2.471 -1.383 0.00
H -6.394 -1.647 0.898 0.00
H -4.176 -0.669 1.444 0.00
H -0.211 -2.850 -2.177 0.00
H 0.994 -4.522 -3.563 0.00
H 2.990 -3.848 -4.848 0.00
H 3.797 -1.514 -4.776 0.00
H 2.593 0.165 -3.420 0.00
H -1.247 -0.145 -4.050 0.00
H -1.816 1.535 -5.775 0.00
H -0.879 3.816 -5.628 0.00
H 0.620 4.435 -3.769 0.00
H 1.182 2.763 -2.020 0.00
H 0.269 -2.194 0.849 0.01
H 0.665 -4.592 0.384 0.00
H 2.865 -5.338 -0.463 0.00
H 4.667 -3.698 -0.861 0.00
H 4.291 -1.304 -0.399 0.00
H 3.580 0.719 2.773 0.00
H 5.829 1.762 2.899 0.00
H 6.940 2.540 0.836 0.00
H 5.834 2.284 -1.352 0.00
H 3.595 1.231 -1.490 0.00
```